{
  "formula": "C4H11BrOSi",
  "method": "ωB97M-V/def2-TZVPD",
  "symbols": ["C", "C", "C", "C", "O", "Si", "Br", "H", "H", "H", "H", "H", "H", "H", "H", "H", "H", "H"],
  "coordinates": [[-0.289, -1.552, -0.429], [0.209, -0.085, -0.436], [-0.136, 0.728, -1.741], [1.684, -0.108, -0.093], [-0.605, 0.659, 0.498], [-0.979, 0.636, 2.048], [-2.382, 2.240, 2.256], [-0.032, -1.994, 0.469], [-1.478, -1.520, -0.404], [0.104, -1.916, -1.281], [0.602, 1.530, -1.916], [-0.981, 1.296, -1.771], [-0.062, -0.004, -2.584], [1.930, 0.918, -0.155], [1.669, -0.590, 0.941], [2.021, -0.670, -0.872], [0.448, 0.853, 2.747], [-1.723, -0.422, 2.724]],
  "forces_ev_per_angstrom": [[-4.46, 4.00, 0.80], [-2.60, 0.77, -0.20], [4.03, -2.60, -0.74], [-3.31, 0.59, 2.84], [0.24, -0.41, -0.18], [2.59, 0.06, 1.35], [-0.74, 1.23, 0.27], [0.96, -1.25, 1.59], [2.43, -0.26, -0.58], [1.00, -2.24, -2.65], [0.36, -0.57, 0.10], [-3.00, 0.63, 0.42], [-0.23, 0.90, 0.26], [1.27, 0.89, 0.42], [1.01, 0.73, -1.43], [2.04, -1.66, -1.73], [-1.70, -0.16, -0.30], [0.12, -0.64, -0.24]],
  "e_lumo_ha": 0.0277,
  "total_energy_ha": -3097.76605,
  "orbital_gap_ev": 10.9,
  "smiles": "CC(C)(C)O[SiH2]Br",
  "de_lowest_kcal_mol": 27.4
}


{
  "formula": "C4H11BrOSi",
  "method": "ωB97M-V/def2-TZVPD",
  "symbols": ["C", "C", "Si", "O", "C", "C", "H", "H", "H", "H", "H", "H", "H", "H", "H", "H", "Br", "H"],
  "coordinates": [[0.784, -2.544, -0.648], [0.592, -1.271, 0.275], [0.542, 0.250, -0.784], [1.638, 0.583, -1.825], [-0.770, 1.566, -0.164], [-0.191, 2.565, 0.839], [1.531, -2.520, -1.370], [1.013, -3.436, 0.080], [-0.262, -2.701, -1.133], [1.629, -1.288, 0.817], [-0.204, -1.427, 0.922], [-0.987, 2.190, -1.007], [-1.717, 1.298, 0.233], [-1.023, 3.245, 0.989], [0.051, 2.125, 1.783], [0.661, 3.187, 0.510], [4.231, -0.144, -0.195], [3.282, 0.513, -1.093]],
  "forces_ev_per_angstrom": [[-3.68, -1.51, 2.70], [4.39, -0.90, -1.79], [-0.39, 1.21, 1.02], [-0.91, -0.10, 0.55], [2.03, -0.08, -1.06], [0.10, 0.75, -0.19], [1.32, 0.48, -1.23], [-0.59, 1.46, -1.59], [1.95, -0.29, 0.52], [-1.95, 0.70, -0.44], [-1.39, -0.08, 1.29], [-0.24, 0.15, -0.95], [-0.71, -1.13, 0.21], [0.07, 0.39, 0.42], [0.23, -0.31, 0.66], [-0.30, -0.59, -0.11], [0.09, 0.19, -0.07], [-0.03, -0.34, 0.07]],
  "e_lumo_ha": -0.0073,
  "total_energy_ha": -3097.74052,
  "orbital_gap_ev": 9.8,
  "smiles": "CC[Si](=O)CC.Br",
  "de_lowest_kcal_mol": 43.4
}


{
  "formula": "C4H11BrS2Si",
  "method": "ωB97M-V/def2-TZVPD",
  "symbols": ["C", "C", "C", "C", "Si", "S", "S", "Br", "H", "H", "H", "H", "H", "H", "H", "H", "H", "H", "H"],
  "coordinates": [[-1.029, 2.163, -0.481], [-1.814, 0.961, -0.084], [-1.016, -0.382, 0.239], [-0.088, -0.918, -0.766], [1.405, -2.036, -0.020], [3.424, -1.518, -0.251], [0.941, -3.501, 1.499], [2.947, 1.884, 0.753], [-0.648, 2.133, -1.456], [-1.696, 2.954, -0.364], [-0.177, 2.152, 0.195], [-2.654, 0.862, -0.870], [-2.270, 1.251, 0.948], [-0.264, -0.093, 1.017], [-1.686, -1.168, 0.672], [0.347, 0.002, -1.197], [-0.653, -1.355, -1.544], [2.670, 0.558, 0.287], [2.262, -3.947, 1.423]],
  "forces_ev_per_angstrom": [[1.24, -1.64, 1.18], [-2.05, -1.54, 0.87], [-0.57, 1.36, 2.38], [1.80, 0.61, -0.16], [-2.29, -0.78, -1.88], [0.56, 0.20, 0.27], [1.43, 0.42, 0.00], [-0.14, 0.23, 0.03], [0.45, -0.03, -1.57], [-0.55, 1.84, 0.21], [0.22, 0.91, 0.15], [0.99, -0.43, 1.43], [0.27, -0.72, -1.83], [-1.22, 0.14, 0.32], [0.44, 0.77, -0.30], [0.53, -0.55, -0.16], [-0.04, -1.15, -1.12], [0.15, 0.16, 0.12], [-1.22, 0.22, 0.08]],
  "e_lumo_ha": [0.0013, -0.1286],
  "total_energy_ha": -3818.78296,
  "spin_multiplicity": 3,
  "orbital_gap_ev": [6.2, 6.5],
  "de_lowest_kcal_mol": 11.6
}